# 1
Below is one molecule with the formula C19H27N3O3, with properties calculated with the ωB97M-V functional and the def2-TZVPD basis.

```
52
Properties=species:S:1:pos:R:3:forces:R:3:nbo_charge:R:1
C 1.494146 2.638456 -1.046079 -0.3 0.0 -0.1 -0.25
O 2.860560 2.766251 -0.735375 0.4 -0.1 0.1 -0.51
C 3.526578 1.669928 -0.276392 0.2 -0.2 0.1 0.38
C 2.951000 0.426886 -0.090120 0.0 0.1 0.0 -0.29
C 3.712238 -0.645097 0.387303 0.5 0.8 -0.1 -0.09
C 3.099065 -1.940629 0.576512 -0.4 -0.9 0.1 0.05
N 1.865453 -2.123282 0.319705 0.3 0.7 -0.1 -0.23
N 1.303975 -3.326141 0.499498 0.7 -0.9 0.4 -0.44
C -0.018650 -3.550163 0.229088 0.0 0.4 -0.1 0.68
O -0.513812 -4.637154 0.417438 -0.1 -0.2 0.0 -0.60
C -0.742487 -2.327124 -0.287528 -0.3 -0.2 -0.1 -0.50
C -2.186674 -2.636331 -0.680748 0.2 0.1 -0.1 -0.49
C -2.881051 -1.334009 -1.043535 0.1 -0.5 0.3 0.69
O -2.959797 -0.913294 -2.177905 0.1 0.1 -0.5 -0.63
N -3.358478 -0.660986 0.027316 -0.2 0.2 0.4 -0.62
C -3.972738 0.647134 -0.060042 0.0 0.1 0.2 -0.06
C -5.366034 0.636933 0.569089 0.0 0.1 -0.4 -0.40
C -6.007852 2.016722 0.457423 0.0 -0.1 0.4 -0.40
C -5.132564 3.070538 1.128990 0.0 0.1 -0.3 -0.40
C -3.740047 3.080983 0.505826 0.0 0.0 0.3 -0.40
C -3.094159 1.703291 0.616329 -0.1 0.1 -0.4 -0.40
C 5.059261 -0.450878 0.676013 -0.4 -0.3 0.0 -0.20
C 5.630105 0.795485 0.487798 -0.1 0.2 -0.1 -0.20
C 4.890391 1.865154 0.015609 -0.1 0.0 0.0 -0.06
C 5.494021 3.216196 -0.194357 -0.1 0.0 0.0 -0.63
H 1.327388 1.904772 -1.840648 0.0 0.0 0.0 0.18
H 0.907211 2.358730 -0.165232 0.0 0.0 0.0 0.18
H 1.177982 3.621441 -1.391856 0.0 -0.1 0.0 0.20
H 1.912443 0.240875 -0.305409 -0.1 0.1 -0.1 0.23
H 3.738671 -2.750089 0.948349 -0.1 0.0 0.0 0.16
H 1.859678 -4.112978 0.845663 -0.3 0.2 -0.1 0.38
H -0.191688 -1.935251 -1.144026 0.0 0.1 0.1 0.25
H -0.705498 -1.565532 0.495957 0.1 0.0 -0.1 0.23
H -2.194271 -3.296338 -1.547619 -0.1 0.0 0.1 0.24
H -2.695042 -3.139481 0.142551 0.0 0.0 0.0 0.22
H -3.264947 -1.062998 0.946756 0.0 -0.1 -0.1 0.39
H -4.050159 0.866971 -1.129897 0.0 0.0 0.1 0.23
H -5.985960 -0.109061 0.068645 0.0 -0.1 0.0 0.22
H -5.282849 0.357196 1.623071 0.0 -0.1 0.1 0.19
H -6.135030 2.269716 -0.597036 -0.1 0.0 -0.1 0.20
H -6.996266 2.001940 0.920660 0.0 0.0 -0.1 0.21
H -5.051608 2.849436 2.195967 0.0 0.0 0.1 0.19
H -5.592222 4.055172 1.026166 0.0 0.0 0.1 0.21
H -3.816434 3.357895 -0.547537 0.0 0.1 -0.1 0.20
H -3.113318 3.823610 1.003846 0.0 0.1 -0.1 0.21
H -2.109053 1.710301 0.144879 0.0 -0.1 0.0 0.21
H -2.965579 1.442756 1.670728 0.1 0.0 0.1 0.19
H 5.656999 -1.270936 1.045323 0.1 -0.1 0.0 0.21
H 6.676610 0.941659 0.712674 0.1 0.0 0.0 0.21
H 5.391183 3.511775 -1.237392 0.0 0.1 -0.1 0.23
H 4.965597 3.957691 0.402941 0.0 0.1 0.0 0.23
H 6.545991 3.219811 0.077225 0.1 0.0 0.0 0.21
```
Positions in Å, forces in eV/Å.

Calculated values
HOMO level (hartree): -0.3035
Charge: 0
Relative energy (zero: lowest compared OMol25 entry of this formula, charge and spin) (kcal per mole): 49.6
SMILES: COc1cc(/C=N/NC(=O)CCC(=O)NC2CCCCC2)ccc1C
Strongest force on any atom (hartree/bohr): 0.0234
Gap between HOMO and LUMO (eV): 8.5697

---

# 2
Below is a 2-piece molecular cluster, C2H8N2O overall, with properties calculated with the ωB97M-V functional and the def2-TZVPD basis.

```
13
Properties=species:S:1:pos:R:3:forces:R:3:nbo_charge:R:1
N -1.564325 0.359929 0.364457 0.5 -0.2 0.3 -0.86
C -2.511319 -0.211652 -0.452127 0.6 -0.7 -1.9 0.52
O -2.307765 -0.843613 -1.524726 -0.4 1.9 3.0 -0.63
H -0.497126 0.406013 0.238887 -1.7 -0.7 -1.0 0.43
H -1.812520 0.511686 1.328790 -0.6 0.2 -0.1 0.37
H -3.565174 0.037163 -0.101919 0.9 -0.6 -0.2 0.11
C 2.062986 -0.020494 0.533925 -0.1 1.2 -1.1 -0.43
N 0.998176 0.046818 -0.550837 1.0 -1.3 2.3 -0.83
H 3.047018 -0.252163 0.084554 -0.4 -0.7 0.5 0.19
H 2.256273 0.984359 0.951952 -0.6 -0.4 0.0 0.19
H 1.693286 -0.692780 1.333126 0.6 0.3 -0.6 0.21
H 0.938666 -0.911927 -0.874147 -0.5 0.1 -0.3 0.37
H 1.261826 0.586659 -1.331938 0.6 0.8 -0.9 0.37
```
Positions in Å, forces in eV/Å.

Calculated values
HOMO level (hartree): -0.3445
Charge: 0
Relative energy (zero: lowest compared OMol25 entry of this formula, charge and spin) (kcal per mole): 30.4
SMILES: NC=O.CN
Strongest force on any atom (hartree/bohr): 0.0690
Gap between HOMO and LUMO (eV): 10.1831

---

# 3
Below is a 4-piece molecular cluster, C4H13NO3 overall, with properties calculated with the ωB97M-V functional and the def2-TZVPD basis.

```
21
Properties=species:S:1:pos:R:3:forces:R:3:nbo_charge:R:1
C -2.201480 -0.305076 0.973911 0.2 -0.1 -0.2 -0.34
C -1.017931 -0.471044 0.394191 -0.1 0.1 0.3 -0.25
C -0.000536 0.595774 0.299565 -0.1 0.3 -0.3 0.15
C -0.327271 1.864976 0.008340 -0.1 0.2 0.2 -0.54
N 1.307463 0.165536 0.527903 0.0 0.1 0.0 -0.84
H -2.903578 -1.125469 1.024563 -0.1 0.0 0.0 0.20
H -2.490072 0.638002 1.417812 0.0 0.0 0.0 0.20
H -0.723938 -1.438817 0.013006 0.0 -0.2 -0.1 0.23
H -1.358710 2.161096 -0.125169 0.0 -0.2 0.0 0.21
H 0.389096 2.676723 -0.021381 0.2 -0.2 0.0 0.21
H 1.494502 -0.757457 0.148114 0.1 0.1 0.0 0.41
H 2.016549 0.846690 0.281194 -0.1 -0.2 0.0 0.39
O 0.056540 0.321965 -2.829956 -0.9 0.1 -0.3 -0.98
H -0.774586 0.334840 -3.353977 0.9 0.0 0.5 0.48
H -0.158885 0.801049 -2.004205 0.1 -0.1 -0.3 0.50
O 1.062891 -0.384270 3.458217 -0.4 0.3 0.2 -0.96
H 1.155694 -0.136351 2.527726 0.2 -0.1 -0.2 0.48
H 0.356045 0.201036 3.768128 0.2 -0.3 0.0 0.46
O 1.273388 -2.103784 -1.810457 -0.4 0.7 -0.1 -0.99
H 1.907360 -2.552538 -2.371069 0.1 0.0 -0.1 0.47
H 0.937460 -1.332882 -2.326458 0.2 -0.5 0.3 0.50
```
Positions in Å, forces in eV/Å.

Calculated values
HOMO level (hartree): -0.3256
Charge: 0
Relative energy (zero: lowest compared OMol25 entry of this formula, charge and spin) (kcal per mole): 37.0
SMILES: C=CC(=C)N.O.O.O
Strongest force on any atom (hartree/bohr): 0.0196
Gap between HOMO and LUMO (eV): 9.4561

---

# 4
Below is H14IO7 as an isolated structure, with properties calculated with the ωB97M-V functional and the def2-TZVPD basis.

```
22
Properties=species:S:1:pos:R:3:forces:R:3:nbo_charge:R:1
I -0.066850 0.012839 -0.338832 1.3 -0.1 -1.6 -0.48
O -1.877180 -0.040001 -2.616692 -1.0 -0.2 -1.6 -0.97
H -2.478320 0.694799 -2.738912 -0.2 0.1 -0.1 0.45
H -1.474530 0.118809 -1.762942 -0.3 0.0 0.0 0.44
O -0.114040 0.912409 2.525988 0.1 0.2 1.9 -0.98
H -0.988830 0.530129 2.595478 -0.2 0.0 0.0 0.47
H 0.196430 0.645569 1.660758 -0.1 -0.4 0.2 0.44
O 2.812140 -0.992111 0.264568 1.2 -0.1 0.7 -0.96
H 2.058290 -0.459451 0.011168 0.0 0.3 -0.1 0.45
H 3.201960 -1.266541 -0.565472 -0.1 -0.2 -0.2 0.46
O -1.822220 2.224639 0.068018 -2.1 1.6 0.2 -0.96
H -1.802620 2.691609 -0.767322 0.0 0.2 -0.1 0.45
H -1.239590 1.476339 -0.061632 -0.6 0.5 0.2 0.40
O 0.751570 2.673789 0.745648 1.2 1.7 0.1 -0.97
H 0.502930 2.001799 0.110948 0.3 0.5 0.0 0.44
H 0.963210 2.185719 1.541408 -0.1 0.3 0.2 0.47
O 0.996680 -2.573941 -1.025902 1.3 -2.1 -1.2 -0.99
H 0.619200 -2.533551 -1.904602 -0.3 0.0 -0.1 0.47
H 0.652400 -1.799511 -0.580982 0.2 -0.3 -0.6 0.42
O -0.522510 -2.445271 1.103438 -0.7 -1.3 1.4 -0.97
H -0.747990 -1.529361 0.940598 -0.3 -0.3 0.4 0.44
H 0.379880 -2.528711 0.795278 0.0 -0.4 0.3 0.47
```
Positions in Å, forces in eV/Å.

Calculated values
HOMO level (hartree): -0.2107
Charge: -1
Relative energy (zero: lowest compared OMol25 entry of this formula, charge and spin) (kcal per mole): 105.0
Strongest force on any atom (hartree/bohr): 0.0530
Gap between HOMO and LUMO (eV): 8.8255

---

# 5
Below is C24H25N4OPt as an isolated structure, with properties calculated with the ωB97M-V functional and the def2-TZVPD basis.

```
55
Properties=species:S:1:pos:R:3:forces:R:3:mulliken_spin:R:1
C -2.162146 -2.755271 -0.191507 0.4 0.1 -0.8 0.07
C -2.396222 -1.345525 -0.002240 0.6 0.5 -0.5 0.15
C -1.414077 -0.639585 -0.676446 -0.4 -0.2 0.1 0.00
H -3.210588 -0.885847 0.563092 0.3 -0.3 -0.2 -0.01
C -0.424245 -1.591072 -1.225352 -1.3 0.2 0.8 0.13
C -1.041426 -2.905930 -0.989862 -0.8 0.4 0.3 0.01
H 0.102708 -1.388350 -2.149841 0.2 0.1 -0.1 0.01
C 0.557773 -2.022185 3.113062 -0.9 0.7 0.3 0.01
C -0.748857 -1.527219 3.135423 0.8 -0.4 0.3 0.09
C -0.727735 -0.167221 2.662551 0.3 0.1 0.0 0.10
H -1.675500 -2.061610 3.412029 0.8 0.3 0.0 0.01
C 0.567914 0.181662 2.313214 -0.2 -1.2 0.7 0.01
C 1.399312 -1.042860 2.405890 -1.5 0.9 0.9 0.24
H -1.421872 0.453852 -0.795386 -0.1 -0.8 -0.1 -0.01
H -0.627561 -3.820287 -1.387741 0.0 -0.1 0.2 0.01
H -2.819515 -3.525191 0.191303 0.3 -0.1 0.0 0.00
H 2.479521 -0.989960 2.442368 0.1 -0.1 0.3 0.00
H -1.627448 0.448817 2.573172 0.4 -0.2 0.0 0.00
H 0.901817 -2.941035 3.599525 -0.2 0.3 -0.7 0.00
Pt 1.294410 -1.817153 0.266131 0.8 0.3 -0.4 0.94
C 1.013032 1.506908 1.776787 -0.2 -0.6 -0.7 0.02
C 2.447415 1.892408 2.165702 -0.5 0.1 0.1 0.00
C 0.003633 2.577941 2.152575 0.3 0.3 0.2 0.00
H 2.527600 1.815127 3.255898 0.2 0.0 -0.2 0.00
H 2.621049 2.935759 1.876625 0.2 -0.1 0.0 0.00
H 3.201466 1.251901 1.692924 -0.2 0.1 0.2 0.00
H -0.080717 2.692755 3.224131 -0.1 0.0 0.3 0.00
H -0.970219 2.352882 1.719313 0.0 0.0 0.1 0.00
H 0.351853 3.508641 1.714826 -0.1 0.4 0.0 0.00
C 0.785107 1.406163 0.255279 -0.1 1.4 -1.1 0.06
C 1.870587 0.932854 -0.633698 -0.6 -4.1 1.5 0.01
H 0.449914 2.380806 -0.154393 0.5 -0.5 0.5 0.01
H -0.077541 0.748142 0.174218 0.3 -0.1 -0.1 -0.02
O 2.306306 -0.277871 -0.506957 0.2 4.7 -1.5 0.06
N 2.273089 1.742459 -1.653729 0.2 1.4 -1.1 0.00
C 1.530614 1.694313 -2.945255 1.3 -0.1 0.0 0.01
H 3.264730 1.793093 -1.746997 0.6 -0.4 -0.4 0.00
C 0.088525 2.044698 -2.852454 -0.9 0.1 -0.3 0.00
C -0.752149 1.228257 -3.609150 -0.4 -0.1 0.1 0.01
H -0.297762 0.401603 -4.173808 -0.4 0.3 0.3 0.00
C -2.135361 1.416727 -3.616846 -0.1 0.1 -0.1 0.00
H -2.765024 0.736106 -4.211390 0.3 0.5 0.4 0.00
C -2.698969 2.453267 -2.858281 0.3 -0.2 -0.2 0.00
H -3.784320 2.615673 -2.876509 0.5 -0.1 0.2 0.00
C -1.856779 3.287270 -2.106481 0.1 -0.1 -0.3 0.00
H -2.296298 4.079379 -1.491040 0.2 -0.2 -0.3 0.00
C -0.462287 3.118153 -2.137784 -0.5 -0.1 -0.1 0.00
H 0.171210 3.811439 -1.579405 -0.1 -0.3 -0.2 0.00
H 1.603630 0.681401 -3.401444 0.0 0.5 0.3 0.00
H 2.050183 2.380359 -3.647664 -0.2 -0.2 0.5 0.00
N 0.899725 -3.531989 0.941834 -0.3 -3.4 0.6 0.01
C 0.600568 -4.643806 1.158725 0.8 2.8 -0.7 0.05
N 0.020590 -5.721430 1.356393 -1.4 -1.9 0.5 0.02
C 0.424750 -6.924351 1.620516 0.5 -1.3 0.3 0.00
N 0.665589 -8.045072 1.858150 -0.1 1.0 -0.2 0.01
```
Positions in Å, forces in eV/Å.

Calculated values
2S+1: 3
HOMO level (spin up / spin down) (hartree): -0.1001 / -0.1452
Charge: -1
Relative energy (zero: lowest compared OMol25 entry of this formula, charge and spin) (kcal per mole): 19.9
Strongest force on any atom (hartree/bohr): 0.0965
Gap between HOMO and LUMO (spin up / spin down) (eV): 4.8991 / 5.8444

---

# 6
Below is C18H27F5HgN4O4Te as an isolated structure, with properties calculated with the ωB97M-V functional and the def2-TZVPD basis.

```
60
Properties=species:S:1:pos:R:3:forces:R:3:mulliken_spin:R:1
Hg 0.699859 0.223516 -0.445916 1.0 0.6 1.4 0.08
C 2.381330 3.362447 2.747754 -0.2 -0.2 0.2 0.00
C 1.937151 1.934981 2.457264 1.8 -0.7 -0.2 0.00
C 1.744309 1.105600 3.721429 -0.1 0.3 -0.2 0.00
O 0.750661 1.907917 1.715643 -0.7 0.1 -0.4 0.00
C 3.173049 1.209955 1.665854 -2.1 1.9 2.8 -0.01
O 4.222971 1.283148 2.281909 1.2 -0.4 -0.3 0.02
O 2.872058 0.682481 0.598270 -0.4 -1.5 -2.6 0.10
H 1.654824 3.867276 3.385991 -0.1 0.1 0.0 0.00
H 2.478882 3.917307 1.816506 0.0 0.1 -0.1 0.00
H 3.347757 3.336954 3.241886 0.0 0.0 0.0 0.00
H 1.031657 1.582382 4.394916 -0.1 0.0 0.1 0.00
H 2.703503 1.004586 4.225369 0.0 0.0 0.0 0.00
H 1.373612 0.117296 3.450750 0.0 -0.1 0.0 0.00
H 0.816493 2.557577 0.992120 -0.1 -0.1 0.0 0.00
N -4.536553 1.067540 0.648354 -0.2 0.0 0.0 0.00
C -3.716343 1.822023 1.597110 0.3 0.2 0.0 0.00
C -2.237899 1.545664 1.287382 -0.2 0.3 0.4 -0.02
N -1.911139 0.132829 1.313636 0.1 -0.2 0.2 0.01
C -2.803218 -0.624752 0.452128 -0.3 -0.1 0.0 0.00
C -4.283574 -0.368405 0.769631 0.2 -0.4 0.0 0.00
H -4.116874 1.460537 -0.697032 0.0 0.3 -0.6 0.00
H -5.523444 1.288799 0.755304 0.2 -0.1 0.0 0.00
H -3.947750 1.536793 2.637502 0.0 0.0 -0.1 0.00
H -3.925689 2.887384 1.475149 0.0 -0.1 0.0 0.00
H -1.598132 2.067737 2.001154 0.0 0.0 -0.2 0.00
H -2.013364 1.924485 0.283465 -0.1 0.0 0.3 0.01
H -1.965430 -0.217036 2.268303 0.1 0.1 -0.1 0.00
H -2.575687 -1.686630 0.549851 0.0 -0.1 0.0 0.00
H -2.586427 -0.331284 -0.577224 -0.1 -0.1 0.0 0.00
H -4.521276 -0.727330 1.786239 0.0 0.1 -0.1 0.00
H -4.919886 -0.904390 0.063012 0.0 0.0 0.0 0.00
C 3.638061 -1.661347 -4.820315 0.0 0.1 0.0 0.00
C 2.573280 -0.557679 -4.768049 0.1 -0.3 -0.6 0.00
C 2.347911 -0.152967 -3.407301 0.0 0.2 0.6 0.00
N 2.220458 0.101461 -2.299449 0.3 0.0 -0.3 0.00
H 3.762225 -2.016770 -5.839933 0.0 0.0 -0.1 0.00
H 3.354535 -2.503538 -4.192181 0.0 0.0 0.0 0.00
H 4.594146 -1.283059 -4.464368 0.0 0.0 0.0 0.00
H 1.618067 -0.911717 -5.167545 0.1 0.1 0.0 0.00
H 2.886718 0.315378 -5.344823 -0.1 0.0 0.0 0.00
N 0.611174 -7.187559 0.818542 0.0 -0.2 0.1 -0.01
C 0.624703 -6.046672 0.683169 0.0 -0.9 0.1 0.00
C 0.627710 -4.650272 0.487203 0.0 1.1 -0.3 -0.02
C 0.261277 -3.776971 1.512013 0.1 -0.2 -0.2 0.02
C 0.259656 -2.412574 1.282248 -0.1 0.9 0.0 -0.02
C 0.605075 -1.864005 0.044323 0.1 -1.6 0.2 0.38
C 0.974713 -2.764436 -0.960383 0.0 0.8 -0.3 -0.01
C 0.995278 -4.131027 -0.755984 -0.1 -0.2 0.3 0.03
H -0.011153 -4.179326 2.480838 0.0 0.1 0.0 0.00
H -0.009993 -1.756312 2.097810 0.0 0.1 0.0 0.01
H 1.262456 -2.381929 -1.932101 0.0 0.0 0.0 0.01
H 1.295034 -4.809082 -1.546680 0.0 0.1 0.0 0.00
F -3.824520 1.763951 -1.635915 -0.5 -0.3 0.6 0.00
Te -1.214637 2.202434 -2.191130 0.5 5.3 -4.3 0.08
F 0.400282 2.810691 -0.915554 -0.4 -1.0 0.3 0.03
F 0.259104 2.321501 -3.449172 -0.5 -0.6 0.9 0.00
F -2.121422 1.763850 -3.922190 0.3 0.1 1.2 0.00
F -1.137872 4.344474 -2.811708 -0.4 -1.4 0.7 0.08
O -0.857697 0.456113 -1.845075 0.5 -2.5 0.8 0.20
```
Positions in Å, forces in eV/Å.

Calculated values
2S+1: 2
HOMO level (spin up / spin down) (hartree): -0.2083 / -0.1997
Charge: -1
Relative energy (zero: lowest compared OMol25 entry of this formula, charge and spin) (kcal per mole): 65.9
Strongest force on any atom (hartree/bohr): 0.1341
Gap between HOMO and LUMO (spin up / spin down) (eV): 7.7785 / 4.3148